93
Properties=species:S:1:pos:R:3:mulliken_charge:R:1 method="wB97M-V/def2-TZVPD" orbital_gap_ha=0.2431 charge=-1 e_above_lowest_ev=0.0000 largest_force_ev_per_a=2.884 energy_ha=-2825.27870 homo_ev=-4.26
C -2.146 2.090 -0.093 0.440
C -1.200 2.164 -0.835 -1.803
C -0.300 2.100 -2.043 0.071
O 1.024 2.411 -1.705 -0.608
P 1.951 0.987 -1.262 0.994
C 1.374 1.052 0.591 -0.454
C 2.549 1.080 1.545 0.063
O 2.856 0.164 2.229 -0.502
I 3.750 2.915 1.717 -0.155
O 0.599 -0.021 -1.772 -0.511
C -0.202 0.659 -2.646 0.558
S 0.523 0.953 -4.369 -0.346
H -2.985 2.178 0.551 0.619
H -0.682 2.872 -2.716 0.615
H 3.004 1.935 -0.931 -0.125
H 2.729 -0.186 -0.877 -0.195
H 2.608 0.889 -2.517 -0.131
H 0.816 1.977 0.789 0.284
H 0.802 0.170 0.885 0.087
H -1.136 0.178 -2.896 0.049
H 0.624 2.297 -4.455 0.102
C -4.665 6.491 5.554 -0.701
O -3.323 6.810 5.246 -0.329
C -2.385 6.438 6.249 -0.810
C -1.529 5.264 5.810 -0.159
N -2.303 4.030 5.744 -0.336
C -1.621 2.920 5.074 -1.013
C -1.214 3.085 3.610 -0.153
O -2.295 3.143 2.699 -0.316
C -2.909 4.408 2.561 -0.619
H -5.299 7.006 4.834 0.233
H -4.854 5.416 5.466 0.290
H -4.931 6.823 6.562 0.332
H -2.880 6.234 7.203 0.398
H -1.729 7.301 6.395 0.393
H -0.713 5.133 6.528 0.375
H -1.089 5.526 4.840 0.169
H -3.168 4.212 5.255 0.108
H -2.293 2.061 5.130 0.426
H -0.731 2.662 5.656 0.404
H -0.650 2.192 3.332 0.173
H -0.535 3.931 3.453 0.328
H -2.195 5.227 2.676 0.292
H -3.734 4.528 3.271 0.177
H -3.334 4.462 1.557 0.343
C -4.659 -3.478 2.187 -0.704
O -3.699 -4.210 1.451 -0.325
C -4.244 -5.058 0.449 -0.836
C -3.964 -4.530 -0.946 -0.152
N -4.729 -3.321 -1.226 -0.331
C -4.315 -2.605 -2.434 -1.076
C -2.887 -2.067 -2.516 -0.492
O -2.609 -1.002 -1.631 -0.175
C -2.271 -1.378 -0.308 -0.370
H -4.152 -3.044 3.047 0.236
H -5.085 -2.662 1.595 0.292
H -5.466 -4.127 2.541 0.333
H -5.315 -5.225 0.604 0.400
H -3.741 -6.024 0.554 0.390
H -4.238 -5.299 -1.676 0.381
H -2.884 -4.361 -1.020 0.166
H -4.643 -2.690 -0.441 0.123
H -4.990 -1.752 -2.539 0.402
H -4.494 -3.256 -3.297 0.431
H -2.761 -1.651 -3.520 0.405
H -2.132 -2.856 -2.418 0.431
H -1.720 -2.321 -0.278 0.298
H -3.164 -1.440 0.322 0.184
H -1.636 -0.592 0.100 -0.037
C 6.717 -4.598 -1.491 -0.707
O 7.324 -3.923 -2.577 -0.327
C 7.033 -4.478 -3.853 -0.813
C 6.102 -3.587 -4.654 -0.158
N 4.756 -3.576 -4.097 -0.326
C 3.876 -2.540 -4.643 -0.870
C 4.269 -1.074 -4.464 -0.446
O 4.206 -0.613 -3.135 -0.272
C 5.329 -0.900 -2.328 -0.754
H 7.176 -4.227 -0.576 0.236
H 5.643 -4.393 -1.440 0.299
H 6.877 -5.678 -1.557 0.330
H 6.634 -5.493 -3.766 0.408
H 7.987 -4.542 -4.387 0.384
H 6.055 -3.959 -5.683 0.354
H 6.548 -2.584 -4.675 0.178
H 4.816 -3.442 -3.097 0.090
H 2.903 -2.673 -4.166 0.427
H 3.734 -2.738 -5.712 0.410
H 3.531 -0.479 -5.010 0.291
H 5.244 -0.839 -4.912 0.351
H 6.263 -0.891 -2.900 0.352
H 5.212 -1.860 -1.815 0.200
H 5.384 -0.130 -1.559 0.332